2 unconnected molecules or ions with the total composition C3H12N3. Source: OMol25; level of theory: ωB97M-V/def2-TZVPD.

Gap between HOMO and LUMO, eV: 5.46
LUMO level, eV: -7.898
Charge: +1

Geometry as XYZ:
```
18
Properties=species:S:1:pos:R:3:mulliken_charge:R:1
C 1.28137 1.87634 0.58492 -0.84
N 0.50601 1.57402 -0.62982 -0.26
C 1.35538 1.11075 -1.71522 -0.81
H 1.86234 1.01933 0.93880 0.32
H 1.95213 2.70899 0.38524 0.33
H 0.60561 2.16769 1.38970 0.32
H -0.13534 0.79878 -0.41071 0.35
H 2.10051 1.87410 -1.94011 0.35
H 0.76462 0.93597 -2.61343 0.30
H 1.86009 0.16712 -1.46292 0.32
N -0.11848 -0.97330 0.02349 -0.31
C -1.37919 -1.53777 0.18780 -0.21
N -1.94293 -2.01224 1.40406 -0.51
H -0.70275 -2.35144 -0.32170 0.38
H 0.58641 -1.39557 0.64960 0.30
H -2.16225 -1.10574 -0.42618 0.44
H -1.29513 -2.62058 1.90024 0.28
H -2.19744 -1.24095 2.01562 0.28
```

2 unconnected molecules or ions with the total composition C3H12N3O. Source: OMol25; level of theory: ωB97M-V/def2-TZVPD.

Gap between HOMO and LUMO (spin up / spin down), eV: 4.31 / 9.13
LUMO level (spin up / spin down), eV: 0.783 / 0.653
Multiplicity: 2
⟨S²⟩: 0.753

Geometry as XYZ:
```
19
Properties=species:S:1:pos:R:3:mulliken_charge:R:1
C 1.58307 -1.79361 2.25706 -0.60
O 0.37815 -1.13753 1.81138 -0.53
H -0.08023 -0.61009 2.46704 0.24
H 1.72789 -2.65075 1.61777 0.26
H 1.46625 -2.04206 3.31354 0.25
H 2.35372 -1.02151 2.27929 0.25
C 0.73980 1.97041 -1.15714 -1.00
C -1.03196 0.17926 -1.02575 -0.14
N 0.10428 0.82247 -0.54863 0.11
N -1.87760 0.85865 -1.89641 -0.32
N -1.50892 -0.92795 -0.32863 -0.48
H 0.57388 0.37054 0.17085 0.14
H 0.21103 2.21703 -2.07076 0.32
H 1.74361 1.65859 -1.47192 0.32
H -1.85146 1.85345 -2.05074 0.16
H -2.56886 0.38383 -2.43596 0.22
H -0.96386 -1.25945 0.46107 0.34
H -1.81234 -1.70327 -0.89438 0.24
H 0.81354 2.83199 -0.49765 0.23
```

| no. | total energy (hartree) |
| --- | --- |
| 1 | -285.32062 |
| 2 | -360.90020 |